(1)
A structure of composition C23H29Br9N4O8, computed with ωB97M-V/def2-TZVPD.

Results
Energy, eV: -677044.06030
Orbital gap, Eh: 0.2706
E_LUMO, eV: -0.62
HOMO, eV: -7.98

```
73
Properties=species:S:1:pos:R:3:forces:R:3:mulliken_charge:R:1
C 1.10164 -5.75260 -0.32552 -0.3 1.0 0.2 -0.39
Br 2.26956 -6.52142 0.97985 0.0 -0.2 -0.3 -0.01
Br 1.97566 -5.25320 -1.97773 -0.1 -0.2 0.4 -0.01
Br 0.22768 -4.18161 0.49782 0.2 -0.4 -0.2 0.11
H 0.27301 -6.40633 -0.56191 0.2 -0.2 0.0 0.37
C -4.72846 0.49922 -0.47712 -0.4 0.1 0.7 0.73
Br -6.53095 -0.10820 -0.90090 0.4 0.3 0.0 -0.06
Br -4.57426 0.82373 1.48703 0.0 0.0 -1.0 -0.03
Br -4.14273 2.03689 -1.50145 -0.2 -0.7 0.4 0.01
H -4.11770 -0.37376 -0.67212 0.2 0.2 -0.1 -0.70
C -2.58558 -1.35172 3.88146 0.6 0.1 -0.5 -0.43
Br -2.59166 -2.52528 2.24812 -0.3 0.8 1.2 0.04
Br -1.38441 0.22285 3.72276 -0.6 -1.1 0.0 -0.01
Br -2.21155 -2.45288 5.40770 0.2 0.2 0.0 -0.04
H -3.56037 -0.91870 4.06059 -0.1 -0.2 -0.5 0.40
C 2.38568 3.76143 -0.24602 0.5 0.4 2.3 0.19
C 2.10432 3.88607 1.13005 -0.5 -0.1 -1.0 -0.64
C 2.92386 4.60688 1.98033 0.2 0.6 0.4 0.13
C 4.15083 5.05993 1.53660 0.0 0.6 -1.0 -0.63
C 4.43688 4.98435 0.17679 0.3 -0.4 0.0 -0.70
C 3.53520 4.40960 -0.69734 -1.2 -0.6 -1.4 0.57
O 3.67703 4.54276 -2.06336 1.2 0.2 0.2 -0.59
O 2.45077 4.86007 3.23633 -0.7 -0.8 0.6 -0.52
H 1.72212 3.16754 -0.85868 -0.1 0.3 -0.3 0.41
H 1.14568 3.55311 1.50869 0.0 -0.2 0.1 0.31
H 4.84764 5.68895 2.07551 -0.2 -0.3 0.7 0.38
H 5.40649 5.32963 -0.15492 -0.2 0.2 -0.3 0.44
H 3.09026 3.95820 -2.54803 -0.2 -0.1 0.2 0.35
H 2.72778 5.67460 3.65668 0.5 0.1 -0.4 0.34
C 5.02581 -1.09273 1.79813 -0.7 0.3 -0.2 -0.60
C 4.92376 -1.37242 0.44985 0.2 0.1 0.4 -0.89
C 4.58631 -0.37068 -0.44382 0.1 -1.4 -1.2 0.83
C 4.22934 0.87715 -0.01947 0.1 0.6 1.1 -0.20
C 4.19996 1.12969 1.37019 0.3 0.3 -0.6 -0.08
C 4.64236 0.18489 2.26549 0.5 -1.2 0.0 0.06
O 4.72728 0.46385 3.61088 -0.1 0.3 -0.1 -0.52
O 4.61036 -0.67036 -1.79251 -0.3 1.3 -0.3 -0.58
H 5.29913 -1.90046 2.46538 0.1 0.2 0.2 0.38
H 5.12113 -2.36229 0.05740 0.2 -0.1 0.1 0.30
H 4.07071 1.70686 -0.69125 -0.3 -0.2 -0.2 0.38
H 3.92021 2.11048 1.72864 0.0 0.0 0.0 0.31
H 5.49934 -0.00145 3.94693 -0.1 0.0 0.2 0.32
H 4.72794 -1.59301 -2.02008 0.1 -0.2 0.6 0.29
C -6.00783 -4.63281 -1.20111 0.0 -0.6 0.9 -0.54
C -4.98072 -3.79169 -0.80460 1.1 -0.1 -0.9 -0.47
C -3.98385 -3.48104 -1.72668 0.3 1.3 0.2 0.59
C -3.96738 -3.92637 -3.03463 -1.5 -0.4 0.1 -0.80
C -5.04237 -4.73169 -3.40151 0.0 -0.4 0.1 -0.39
C -6.01878 -5.15081 -2.48125 0.8 1.1 -1.0 0.55
O -6.98781 -5.93185 -3.02075 -0.5 -0.5 0.2 -0.54
O -3.08969 -2.50342 -1.30094 0.2 -0.1 0.3 -0.17
H -6.74004 -4.96557 -0.47311 -0.2 0.2 -0.1 0.29
H -4.80014 -3.33379 0.15837 -0.7 -0.2 0.3 0.29
H -3.29406 -3.54418 -3.78894 0.2 -0.1 0.1 0.34
H -5.18617 -5.04922 -4.42604 0.2 -0.1 0.0 0.39
H -7.70915 -6.08297 -2.40052 0.1 0.1 0.1 0.29
H -2.52214 -2.21206 -2.02233 0.0 -0.2 -0.1 0.21
C -0.98565 4.60857 -1.58191 0.6 -1.2 0.1 0.49
O -0.77694 5.77149 -1.88166 -0.5 -0.4 0.0 -0.69
N -0.63256 3.50874 -2.34139 0.0 0.9 -0.3 -0.28
N -1.58154 4.15593 -0.42525 -0.3 1.6 -0.1 -0.26
H -0.68348 2.60707 -1.89823 0.1 -0.2 -0.4 0.20
H -0.22560 3.67563 -3.24262 0.1 -0.2 0.1 0.20
H -1.32605 3.25090 -0.06667 -0.1 0.0 0.2 0.26
H -1.84601 4.92652 0.16776 0.1 -0.4 0.4 0.22
C -0.24085 0.29408 0.21762 -0.8 -1.4 1.7 0.50
O -0.56100 1.41688 -0.16244 0.6 -0.1 -0.3 -0.62
N 0.84367 0.00119 0.98839 0.9 1.9 -0.6 -0.03
N -1.06566 -0.78542 0.11316 -0.2 0.8 -1.2 0.50
H 1.12116 -0.88234 1.36622 -0.2 -0.3 -0.2 0.15
H 1.49886 0.76792 1.06424 0.2 -0.3 0.1 -0.08
H -2.02159 -0.61679 -0.14245 0.0 -0.2 0.0 -0.22
H -0.79473 -1.69251 0.42224 0.0 -0.1 0.1 -0.39
```
Forces are in eV/Å.

***

(2)
A structure of composition C21H39N3O9Ti, computed with ωB97M-V/def2-TZVPD.

Results
2S+1: 4
⟨S²⟩: 3.753
Energy above the lowest of the compared OMol25 structures with the same formula, charge and spin, kJ/mol: 84.78
Net charge: +1
Energy, eV: -68419.31883
Orbital gap (alpha / beta), Eh: 0.1617 / 0.3884
E_LUMO (alpha / beta), eV: -1.43 / -1.46
HOMO (alpha / beta), eV: -5.83 / -12.03

```
73
Properties=species:S:1:pos:R:3:forces:R:3:mulliken_charge:R:1
Ti -0.92214 11.55322 14.49382 0.5 0.0 -0.5 0.87
C -3.28754 14.68177 15.14108 0.3 -0.4 -0.5 -1.10
C -1.96320 14.49540 14.44237 -0.1 0.1 -0.5 0.80
O -1.82192 13.58418 13.61611 0.1 -0.1 0.4 -0.61
N -1.01271 15.42606 14.65123 -0.4 -0.2 0.5 -0.07
C 0.22708 15.46093 13.93360 0.8 0.5 -0.7 -0.63
H -3.36321 15.57537 15.75245 0.0 0.0 0.2 0.42
H -3.47694 13.76080 15.69219 -0.1 0.1 0.2 0.06
H -4.01160 14.72199 14.32612 -0.1 0.1 0.1 0.32
H -1.24035 16.14888 15.31136 0.1 0.1 -0.1 0.24
H 1.12609 15.48402 14.55532 -0.3 -0.1 0.3 0.13
H 0.29376 16.36025 13.31000 -0.2 -0.1 0.0 0.39
H 0.31469 14.59506 13.28389 -0.2 -0.1 0.1 0.03
C -3.22842 11.13091 11.18816 0.2 0.5 -0.3 -0.80
C -2.99505 10.10528 12.24299 -0.3 -0.3 0.1 0.60
O -2.23278 10.25804 13.18708 0.2 0.2 0.4 -0.25
N -3.73006 8.97104 12.14683 -0.1 -0.4 -0.1 -0.22
C -3.66192 7.90239 13.11802 0.0 -0.3 0.1 -0.73
H -3.34986 12.11399 11.64648 -0.2 -0.1 0.2 0.11
H -4.08081 10.86561 10.56902 0.0 0.2 -0.1 0.43
H -2.34777 11.26341 10.55572 0.0 -0.3 0.0 0.00
H -4.30240 8.76723 11.34848 0.1 0.4 -0.2 0.25
H -3.67153 8.31114 14.12575 0.1 0.0 0.0 0.08
H -2.78954 7.25492 12.99501 0.2 0.2 0.0 0.22
H -4.53018 7.25898 12.97944 -0.1 0.1 0.1 0.38
C -1.10027 10.68651 18.39286 -0.8 -0.9 0.5 -1.33
C -2.24152 10.89966 17.43028 0.2 0.4 0.1 0.90
O -2.15897 11.68763 16.48952 0.0 0.0 -0.3 -0.45
N -3.37780 10.22402 17.68654 0.3 -0.1 0.2 -0.19
C -4.48317 10.18179 16.77562 -0.5 -0.3 -1.2 -0.83
H -0.20811 11.22650 18.11244 0.0 0.0 -0.2 0.08
H -0.92640 9.60636 18.45662 0.4 0.1 -0.2 0.44
H -1.43302 10.93849 19.40421 0.1 0.3 -0.1 0.45
H -3.36033 9.51221 18.39789 0.1 0.1 0.1 0.23
H -4.59468 9.17754 16.35126 -0.1 0.0 0.3 0.30
H -4.29667 10.80360 15.90056 0.2 0.2 0.3 0.19
H -5.43240 10.49764 17.20386 0.1 0.0 0.3 0.32
O -0.04324 9.11781 14.74900 -0.2 0.4 0.5 -0.46
C 0.72249 8.42667 14.13914 0.1 0.6 -0.6 0.17
O 1.74340 7.79424 14.72666 -0.1 -0.4 0.3 -0.40
C 2.42746 6.97345 13.77548 0.9 -0.1 -0.4 -0.48
C 2.13279 7.59019 12.41507 -0.2 -0.2 -0.8 -0.62
C 0.76510 8.21993 12.63174 -0.2 0.1 0.5 0.73
H 2.10996 5.93118 13.83673 -0.3 0.1 0.1 0.26
H 3.48950 6.98854 14.01546 -0.1 0.1 0.1 0.36
H 2.15909 6.86186 11.60229 -0.2 -0.2 0.2 0.36
H 2.85995 8.34238 12.10587 0.0 0.1 0.4 0.27
H -0.09920 7.59397 12.39455 0.2 -0.1 -0.2 0.26
H 0.62192 9.19232 12.16603 -0.1 0.0 0.0 -0.63
O 0.24723 11.76885 12.45196 -0.3 -0.5 0.5 -0.03
C 0.83438 12.16501 11.48637 0.1 1.0 -0.2 0.44
O 1.76220 13.16170 11.58353 -0.2 -0.4 0.3 -0.38
C 2.30103 13.47580 10.31274 1.3 -0.1 -0.9 -0.52
C 1.88071 12.34361 9.33150 -0.2 1.6 0.3 -0.59
C 0.66289 11.77051 10.04353 0.3 -1.1 -0.6 -0.43
H 3.39548 13.53937 10.33301 -0.1 -0.2 0.6 0.30
H 2.02545 14.48634 10.00179 -0.7 -0.2 0.1 0.33
H 2.69224 11.64290 9.16973 -0.1 -0.2 0.1 0.31
H 1.67327 12.86077 8.39581 -0.2 -0.5 -0.2 0.28
H 0.62282 10.67970 9.96900 0.0 0.1 0.1 0.30
H -0.28521 12.10432 9.62143 0.0 0.3 0.3 0.26
O 0.76436 12.86511 15.78574 -0.5 -0.4 -0.8 -0.36
C 1.40112 13.58654 16.49454 0.1 -0.3 1.0 -0.03
O 2.74707 13.63530 16.45519 0.0 0.3 -0.7 -0.35
C 3.22842 14.67641 17.30666 -0.3 0.7 0.6 -0.48
C 2.15958 14.79598 18.41946 1.0 -0.1 -0.1 -0.65
C 0.89415 14.40614 17.66660 -0.2 0.0 0.4 0.16
H 3.29430 15.64946 16.80629 0.0 -0.3 -0.5 0.24
H 4.23189 14.40599 17.61624 -0.1 -0.1 0.2 0.37
H 2.16213 15.78481 18.87215 -0.1 0.1 -0.1 0.33
H 2.43838 14.09500 19.20861 -0.4 -0.1 0.0 0.28
H 0.28198 15.24354 17.32718 0.2 0.1 -0.1 0.18
H 0.22242 13.80650 18.28115 0.0 -0.2 -0.2 0.17
```
Forces are in eV/Å.

***

(3)
The ion CH3N2O3S with charge -1, computed with ωB97M-V/def2-TZVPD.

Results
Energy above the lowest of the compared OMol25 structures with the same formula, charge and spin, kJ/mol: 123.35
Net charge: -1
Energy, eV: -21043.78518
Orbital gap, Eh: 0.2898
E_LUMO, eV: 3.95
HOMO, eV: -3.94

```
10
Properties=species:S:1:pos:R:3:forces:R:3:mulliken_charge:R:1
C -0.40797 -0.71872 0.79125 2.3 0.4 4.0 0.08
N -0.27381 0.13911 -0.16480 -0.9 0.0 -3.3 0.00
N 0.26134 1.43040 -0.17683 -1.0 -0.2 -1.5 -0.48
O 1.58122 2.94565 -1.91557 -0.2 -2.1 1.2 -0.59
O -0.15350 -0.48421 2.01242 -0.9 -0.5 -1.8 -0.69
O 0.92129 0.56237 -2.33683 0.8 0.4 -0.2 -0.66
S 1.61924 1.51392 -1.41558 -0.6 1.3 -1.2 0.49
H -0.44800 -1.72702 0.41396 -1.0 -0.8 -0.2 0.28
H -0.50506 -0.24294 -1.13014 0.9 1.3 1.6 0.32
H 0.42455 1.75957 0.73467 0.5 0.1 1.4 0.26
```
Forces are in eV/Å.